# 1
The following is a DFT calculation (ωB97M-V with the def2-TZVPD basis set) of the molecule C11H7NS in a non-equilibrium geometry.

```
20
Properties=species:S:1:pos:R:3:forces:R:3:nbo_charge:R:1
C -2.19443 3.28456 -1.51921 4.302 -2.177 1.779 -0.1595
C -1.24678 1.53254 -0.51228 1.459 -0.484 -0.515 0.0685
C -2.28057 0.84871 -1.15504 1.210 5.576 -0.131 -0.3878
C -0.24593 0.71751 0.25041 -1.941 1.791 -1.696 -0.0341
C 0.52592 -0.15105 0.52042 0.917 -3.085 0.208 0.0339
C 1.41390 -1.32494 0.79942 -1.988 0.430 0.522 -0.1116
C 1.08148 -2.70681 0.86261 2.339 1.194 0.750 -0.1784
C 2.00800 -3.62795 1.44193 -1.187 -1.878 -1.540 -0.2223
C 3.23681 -3.18647 1.93040 2.757 2.079 1.003 -0.2254
C 3.57826 -1.78679 1.77098 1.527 -0.968 -0.977 -0.2034
C 2.64381 -0.94210 1.23747 1.000 1.277 1.227 -0.1910
H -2.07145 4.31563 -1.70865 -1.224 1.012 -1.072 0.2329
H -2.69059 -0.03188 -0.92449 -1.017 -3.456 0.639 0.2256
H 0.15661 -3.02782 0.50903 -1.350 -0.645 -0.548 0.2159
H 1.72149 -4.78705 1.23542 0.868 2.888 1.242 0.2331
H 4.09734 -3.64325 2.56019 -2.043 -0.481 -1.547 0.2382
H 4.66293 -1.28852 1.76888 -2.350 -1.707 1.031 0.2300
H 2.82011 0.11140 1.42895 0.156 0.136 -0.830 0.2199
N -1.01658 2.92900 -0.81267 -5.706 -2.568 -1.178 -0.3822
S -3.29395 1.99408 -2.05895 2.269 1.065 1.635 0.3976
```
Positions in Å, forces in eV/Å.

Calculated values
Relative energy (zero: lowest compared OMol25 entry of this formula, charge and spin) in kcal/mol: 71.1
HOMO-LUMO gap in eV: 8.758
SMILES: C(#Cc1cscn1)c1ccccc1
LUMO in eV: 0.236

# 2
The following is a DFT calculation (ωB97M-V with the def2-TZVPD basis set) of a cluster of 2 separate species, CH3Cl2OPS in total in a non-equilibrium geometry.

```
9
Properties=species:S:1:pos:R:3:forces:R:3:nbo_charge:R:1
C -2.75812 -2.37664 0.12811 -0.323 1.147 2.830 -0.5011
O 2.05799 0.82857 -1.27251 -0.505 -1.207 -1.164 -1.0479
P 2.20917 1.71789 -0.15325 0.796 0.634 -0.626 1.5874
S -1.54253 -1.61696 -0.58385 -0.134 -0.244 -0.083 0.1090
Cl 1.21157 1.19606 1.45931 -0.151 0.133 0.603 -0.2160
Cl 1.67308 3.59373 -0.63941 -0.047 0.100 0.444 -0.2571
H -2.96767 -2.12067 1.30783 0.273 -0.982 -3.007 0.1958
H 3.56604 1.82665 0.14341 -0.110 0.322 0.734 -0.0658
H -3.44953 -3.04863 -0.38964 0.202 0.097 0.269 0.1957
```
Positions in Å, forces in eV/Å.

Calculated values
Relative energy (zero: lowest compared OMol25 entry of this formula, charge and spin) in kcal/mol: 52.4
HOMO-LUMO gap in eV: 8.529
SMILES: O=[PH](Cl)Cl.C=S
LUMO in eV: -0.263

# 3
The following is a DFT calculation (ωB97M-V with the def2-TZVPD basis set) of a structure of composition CH5NOP in a non-equilibrium geometry.

```
9
Properties=species:S:1:pos:R:3:forces:R:3:nbo_charge:R:1
C -0.29207 0.60093 -0.39125 -0.561 2.593 0.962 -0.2698
N -1.19477 -0.21161 0.05231 0.734 -0.861 -0.886 -0.0868
O -2.44413 -0.05456 0.30414 0.461 -0.181 -0.178 -0.6055
P 1.42757 -0.00792 -0.22693 0.542 -0.663 0.135 0.2327
H 1.91365 1.17128 1.01596 -0.914 0.053 -0.210 -0.4044
H -0.58109 1.69295 -0.47476 0.300 -1.416 -0.023 0.1978
H -0.69516 -1.16484 0.05358 -1.527 0.686 0.394 0.3593
H 0.93754 -1.20405 -1.18710 -0.303 -0.280 -0.004 -0.3461
H 0.92847 -0.82218 0.85405 1.267 0.070 -0.189 -0.0772
```
Positions in Å, forces in eV/Å.

Calculated values
Relative energy (zero: lowest compared OMol25 entry of this formula, charge and spin) in kcal/mol: 118.2
Net charge: -1
HOMO-LUMO gap in eV: 6.528
LUMO in eV: 4.696

# 4
The following is a DFT calculation (ωB97M-V with the def2-TZVPD basis set) of a structure of composition C44H33I2N2OP2PdS4 in a non-equilibrium geometry.

```
89
Properties=species:S:1:pos:R:3:forces:R:3:mulliken_charge:R:1
Pd 0.13953 0.54747 0.02608 0.184 1.581 0.342 -0.5680
O 2.86750 1.88630 1.27900 -0.095 0.138 -0.168 -0.8186
S 2.02715 0.69599 1.28757 -0.144 -0.523 0.069 1.2975
C 3.01882 -0.74215 1.04737 0.013 0.093 0.024 -0.8087
C 4.23580 -0.87159 1.70182 0.018 -0.029 0.040 -0.3763
C 4.92307 -2.06618 1.56401 -0.004 0.010 -0.001 -0.6891
C 4.38810 -3.09453 0.79296 -0.023 0.003 -0.008 -0.8289
C 3.19850 -2.91983 0.10104 0.069 -0.006 0.002 -0.5190
C 2.51875 -1.70744 0.19386 -0.050 0.000 -0.051 -0.2751
P 1.15426 -1.25301 -0.93298 0.011 -0.193 -0.471 2.1142
C 0.41095 -2.85379 -1.24985 -0.271 0.032 0.117 0.5723
C 0.46194 -3.47384 -2.49309 0.068 0.014 0.021 -0.3789
C -0.11348 -4.72508 -2.65371 -0.057 -0.023 -0.007 -0.6823
C -0.75184 -5.34198 -1.58832 -0.009 0.001 -0.029 -0.5426
C -0.81311 -4.71782 -0.34848 0.008 -0.001 0.027 -0.7668
C -0.23110 -3.47455 -0.17689 -0.001 0.015 -0.027 -0.4931
C 2.00209 -0.69294 -2.42870 -0.001 -0.032 -0.002 0.7575
C 3.12569 -1.36072 -2.91879 -0.001 0.003 0.009 -0.2929
C 3.73574 -0.92499 -4.08205 0.007 -0.003 -0.011 -0.8226
C 3.22982 0.17536 -4.76380 -0.007 -0.011 0.006 -0.5497
C 2.11453 0.84202 -4.28173 0.018 -0.008 0.002 -0.8925
C 1.50213 0.41174 -3.11429 -0.017 0.024 0.013 -0.3326
C 1.36329 0.48683 2.93813 0.101 -0.068 0.056 1.8076
C 1.85755 -0.38469 3.89896 0.026 0.048 -0.064 -0.4829
C 1.31470 -0.33170 5.17358 -0.046 0.026 0.044 -0.9188
C 0.31158 0.58163 5.48048 0.053 -0.052 0.010 -0.8177
C -0.18025 1.43653 4.50640 0.005 -0.001 -0.052 -0.3067
C 0.33576 1.37818 3.21778 -0.007 0.144 0.041 -0.4851
P -0.33170 2.31599 1.80539 -0.775 -0.673 -0.023 1.1146
C -0.24516 4.06074 2.22834 0.301 0.025 -0.262 0.5075
C 0.86799 4.78043 1.79557 -0.012 -0.018 -0.042 -0.7539
C 1.01089 6.10947 2.16213 -0.004 0.006 0.009 -0.7205
C 0.04868 6.71436 2.95705 -0.002 -0.008 0.006 -0.5346
C -1.05746 5.99507 3.39303 -0.003 0.007 0.003 -0.8469
C -1.21143 4.66725 3.03143 0.003 -0.040 0.013 -0.1028
C -2.05673 1.79806 1.67298 0.042 0.029 0.142 1.5148
C -2.21569 0.32721 1.76021 0.008 -0.019 -0.014 -1.0882
C -3.01564 -0.41616 0.99457 0.023 0.072 0.022 -1.0584
C -3.95977 0.12603 -0.02659 -0.009 0.029 -0.048 -0.5168
C -3.97222 2.24455 0.13007 -0.161 0.020 -0.034 -0.7083
C -2.86711 2.64425 1.03722 0.011 0.048 0.048 -1.6070
H 4.62127 -0.06326 2.31008 -0.003 0.000 0.000 0.5892
H 5.86906 -2.20318 2.06983 0.000 -0.003 0.000 0.4453
H 4.91792 -4.03410 0.71038 0.006 0.002 0.000 0.4567
H 2.81230 -3.71013 -0.53009 -0.007 -0.002 0.004 0.5410
H 0.93769 -2.98529 -3.33311 -0.032 0.024 -0.014 0.4171
H -0.08636 -5.20516 -3.62146 0.000 0.000 -0.020 0.4844
H -1.21697 -6.30852 -1.72776 0.008 -0.008 0.002 0.4176
H -1.31473 -5.20097 0.47937 -0.006 0.004 0.000 0.4565
H -0.27450 -2.98266 0.79020 -0.016 -0.002 -0.001 0.4251
H 3.52640 -2.22034 -2.39677 0.011 0.008 -0.014 0.4501
H 4.60619 -1.44494 -4.45892 0.000 0.001 -0.002 0.4368
H 3.70816 0.51128 -5.67409 0.002 0.000 0.000 0.4135
H 1.71704 1.69561 -4.81355 -0.009 0.002 0.008 0.4641
H 0.62711 0.93392 -2.74705 0.033 -0.012 -0.022 0.3394
H 2.64125 -1.09206 3.67105 0.009 -0.004 -0.013 0.5241
H 1.68260 -1.00591 5.93500 -0.006 0.001 0.005 0.4304
H -0.09594 0.61536 6.48182 -0.001 0.001 0.001 0.4348
H -0.97663 2.13225 4.74062 -0.003 -0.005 0.000 0.4486
H 1.61968 4.29846 1.18175 -0.002 0.007 0.003 0.3907
H 1.87140 6.67162 1.82605 0.000 -0.003 -0.004 0.4340
H 0.15891 7.75277 3.23971 -0.003 0.000 0.001 0.4074
H -1.80452 6.47099 4.01383 -0.001 0.000 -0.001 0.4218
H -2.07795 4.11201 3.36642 -0.024 -0.011 -0.013 0.4645
H -1.60643 -0.17872 2.50166 -0.013 -0.004 0.022 0.3433
H -3.02035 -1.49090 1.13323 0.010 -0.002 0.019 0.6027
H -4.49407 -0.67310 -0.53513 0.011 -0.003 -0.022 0.5945
H -4.51752 3.10980 -0.23945 -0.006 -0.005 0.006 0.5529
H -2.57296 3.68371 0.94906 0.030 0.021 -0.019 0.4376
I -2.07393 -0.94395 -3.08294 -0.396 -0.594 -0.865 0.3275
I -2.85786 -2.96799 -4.88807 0.310 0.243 0.464 -0.3079
S -7.48451 1.16585 -2.40078 -0.015 -0.010 -0.013 -0.2549
C -6.14451 1.24187 -1.46238 -0.027 0.080 0.091 0.2663
S -4.62374 1.35961 -2.34559 0.011 0.001 -0.026 -0.0553
C -3.44203 1.26412 -0.95411 0.110 -0.071 0.125 0.8420
N -4.87283 1.14855 0.60358 0.058 0.042 0.038 -0.2548
N -6.09949 1.23046 -0.10073 -0.024 -0.022 -0.098 0.3368
C -7.25233 1.31044 0.74719 -0.020 -0.036 0.008 0.2535
C -8.20110 2.30204 0.55090 0.007 0.021 0.033 -0.4627
C -9.29291 2.37541 1.40218 0.007 0.006 -0.004 -0.7417
C -9.43130 1.47210 2.44570 0.007 -0.008 0.001 -0.4177
C -8.46818 0.49247 2.64258 -0.003 -0.001 0.005 -0.6809
C -7.37609 0.40901 1.79400 -0.011 -0.009 -0.027 -0.1109
S -1.75088 1.36313 -1.58144 0.727 -0.302 0.597 -0.6100
H -8.09242 3.00095 -0.26571 -0.001 -0.004 -0.004 0.4331
H -10.03698 3.14523 1.24719 -0.001 -0.001 0.001 0.3709
H -10.28683 1.53174 3.10504 0.000 0.001 0.000 0.3942
H -8.56963 -0.21385 3.45589 0.001 0.001 0.001 0.3681
H -6.61583 -0.34568 1.94416 0.001 -0.007 -0.003 0.3811
```
Positions in Å, forces in eV/Å.

Calculated values
Relative energy (zero: lowest compared OMol25 entry of this formula, charge and spin) in kcal/mol: 76.0
Net charge: +1
HOMO-LUMO gap in eV: 5.432
LUMO in eV: -4.338